No. 1
Here is the ion C10H15BBr2N5O3S2 with charge +1 at a distorted geometry from OMol25. Energies are from ωB97M-V/def2-TZVPD.

As for the SMILES: COB(O)n1nc([C@H](Br)[C@@H](C)Br)[n+](S)c1CCSc1nnco1. The HOMO energy is -11.489 eV. The HOMO-LUMO gap is 7.58 eV. The value obtained for the total energy is -6858.466513 Eh.

```
! RIJCOSX wB97M-V def2-TZVPD def2/J DEFGRID3
* xyz 1 1
C 4.402 -2.577 0.818
O 3.003 -2.960 1.111
B 2.250 -2.436 -0.009
O 2.230 -3.053 -1.307
N 1.436 -1.152 0.134
N 2.144 -0.018 0.379
C 1.138 1.012 0.416
C 1.635 2.504 0.646
Br 0.451 3.574 1.850
C 1.674 3.209 -0.822
C 2.550 4.566 -0.825
Br 2.517 2.022 -2.209
N -0.184 0.456 0.212
S -1.680 1.330 0.151
C 0.020 -0.979 0.027
C -1.072 -2.100 -0.239
C -2.220 -2.077 0.924
S -3.819 -2.514 0.098
C -4.966 -1.084 0.128
N -4.865 0.220 0.694
N -6.032 0.896 0.453
C -6.924 0.050 -0.266
O -6.234 -1.182 -0.465
H 5.144 -3.241 1.381
H 4.661 -2.699 -0.299
H 4.488 -1.469 1.091
H 3.055 -3.586 -1.436
H 2.673 2.528 1.144
H 0.596 3.372 -1.154
H 2.056 5.320 -0.121
H 2.607 4.925 -1.906
H 3.607 4.274 -0.477
H -1.903 1.563 -1.213
H -0.636 -3.166 -0.254
H -1.589 -1.964 -1.249
H -2.309 -1.063 1.436
H -1.920 -2.826 1.748
H -7.985 0.324 -0.591
*
```

---

No. 2
Here is a structure of composition C17H14BrNNdO3S at a distorted geometry from OMol25. Energies are from ωB97M-V/def2-TZVPD.

The HOMO energy (spin up / spin down) is -3.603 / -3.609 eV. The HOMO-LUMO gap (spin up / spin down) is 5.28 / 5.29 eV. The value obtained for the total energy is -4470.416488 Eh.

```
! RIJCOSX wB97M-V def2-TZVPD def2/J DEFGRID3
* xyz -1 4
C 1.794 -1.652 -2.007
C 2.254 -1.713 -0.648
C 1.131 -1.948 0.194
H 3.321 -1.744 -0.318
C -0.034 -2.015 -0.641
C 0.370 -1.872 -2.003
H -0.288 -1.901 -2.868
H 2.458 -1.594 -2.898
H 1.174 -2.198 1.258
H -1.046 -2.196 -0.291
Nd 0.366 0.527 -1.135
Br 2.065 2.653 -1.847
C -1.580 1.561 -4.032
C -1.819 0.287 -4.620
C -0.592 -0.187 -5.171
H -2.774 -0.227 -4.669
C 0.406 0.798 -4.933
C -0.217 1.901 -4.276
H 0.257 2.848 -4.025
H -2.317 2.189 -3.539
H -0.458 -1.122 -5.707
H 1.451 0.730 -5.222
O 1.118 1.108 0.927
C 0.153 0.716 1.684
N -0.905 0.121 1.109
S -2.043 -0.426 2.281
O -3.282 0.293 2.216
O -2.077 -1.865 2.281
C -1.013 0.171 3.611
C -1.242 0.068 4.985
C -0.235 0.539 5.850
C 0.972 1.072 5.359
C 1.173 1.214 3.990
C 0.134 0.792 3.138
H -2.161 -0.394 5.369
H -0.369 0.436 6.929
H 1.760 1.375 6.050
H 2.094 1.658 3.615
*
```